Density functional theory data (wB97M-V/def2-TZVPD) for the molecule C18H25N3O4.

The value obtained for the lowest unoccupied orbital energy is 0.738 eV. The HOMO energy comes out at -8.38 eV. As for the total charge: 0. As for the SMILES: CCCCCC(=O)NN[C@H]1CC(=O)N(c2cccc(OCC)c2)C1=O. Its spin multiplicity is 1. Its largest force on an atom is 0.64 eV/Å. The energy above the lowest of the compared OMol25 structures with the same formula, charge and spin is 37.0 kcal/mol.

Last columns: bonded neighbours and bond lengths (Å).
CARTESIAN COORDINATES (ANGSTROEM)
1 C -6.13481 -1.48332 1.90942  C2 1.524, H48 1.088, H49 1.087, H50 1.088
2 C -6.47333 -0.85270 0.56385  C1 1.524, C3 1.529, H46 1.093, H47 1.093
3 C -5.25277 -0.26868 -0.14862  C2 1.529, C4 1.527, H44 1.092, H45 1.094
4 C -4.26405 -1.33605 -0.61284  C3 1.527, C5 1.533, H42 1.090, H43 1.092
5 C -3.09992 -0.72831 -1.40307  C4 1.533, C6 1.507, H40 1.091, H41 1.091
6 C -2.24018 0.11330 -0.49479  C5 1.507, O7 1.216, N8 1.359
7 O -1.54832 -0.33179 0.40090  C6 1.216
8 N -2.34242 1.45675 -0.67504  C6 1.359, H9 1.008, N10 1.403
9 H -2.81362 1.86705 -1.46580  N8 1.008
10 N -1.53269 2.32867 0.06751  N8 1.403, H11 1.025, C12 1.475
11 H -1.33524 1.82241 0.93657  N10 1.025
12 C -0.25313 2.63454 -0.59984  N10 1.475, C13 1.520, C17 1.528, H39 1.095
13 C 0.70847 3.29858 0.37230  C12 1.520, C14 1.520, H37 1.091, H38 1.090
14 C 1.72299 2.22124 0.71780  C13 1.520, O15 1.200, N16 1.384
15 O 2.58261 2.28200 1.55306  C14 1.200
16 N 1.49927 1.14646 -0.12560  C14 1.384, C17 1.379, C19 1.423
17 C 0.45593 1.34286 -1.00517  C12 1.528, N16 1.379, O18 1.204
18 O 0.13854 0.61556 -1.91013  C17 1.204
19 C 2.26157 -0.05413 -0.08703  N16 1.423, C20 1.384, C24 1.388
20 C 1.60377 -1.27105 -0.04191  C19 1.384, C21 1.386, H36 1.078
21 C 2.36121 -2.43117 -0.01180  C20 1.386, C22 1.379, H35 1.079
22 C 3.73857 -2.37316 -0.00842  C21 1.379, C23 1.397, H34 1.078
23 C 4.39654 -1.14078 -0.03531  C22 1.397, C24 1.390, O26 1.355
24 C 3.64731 0.02886 -0.08833  C19 1.388, C23 1.390, H25 1.077
25 H 4.11519 0.99889 -0.11715  C24 1.077
26 O 5.75094 -1.18880 -0.01374  C23 1.355, C27 1.415
27 C 6.48051 0.02325 0.03164  O26 1.415, C28 1.521, H32 1.099, H33 1.098
28 C 7.95476 -0.33081 0.14711  C27 1.521, H29 1.086, H30 1.087, H31 1.086
29 H 8.55131 0.57630 0.18128  C28 1.086
30 H 8.26083 -0.92876 -0.70693  C28 1.087
31 H 8.12738 -0.90648 1.05215  C28 1.086
32 H 6.30125 0.60472 -0.88378  C27 1.099
33 H 6.16330 0.62094 0.89672  C27 1.098
34 H 4.33733 -3.26953 0.02259  C22 1.078
35 H 1.86630 -3.38960 0.01931  C21 1.079
36 H 0.52663 -1.30353 -0.01678  C20 1.078
37 H 1.23318 4.14246 -0.07715  C13 1.091
38 H 0.21167 3.65680 1.27353  C13 1.090
39 H -0.48816 3.24002 -1.48094  C12 1.095
40 H -2.46858 -1.52819 -1.79310  C5 1.091
41 H -3.47265 -0.13538 -2.23905  C5 1.091
42 H -3.85304 -1.86369 0.24806  C4 1.090
43 H -4.78260 -2.06114 -1.24375  C4 1.092
44 H -4.74590 0.42830 0.52267  C3 1.092
45 H -5.59495 0.29768 -1.01949  C3 1.094
46 H -6.94395 -1.59925 -0.08020  C2 1.093
47 H -7.19806 -0.05061 0.72305  C2 1.093
48 H -7.04310 -1.80448 2.41426  C1 1.088
49 H -5.49252 -2.35078 1.78508  C1 1.087
50 H -5.62335 -0.76553 2.54693  C1 1.088

natural (NBO) atomic charge list, values in e, 4 entries:
1. C -0.607
2. C -0.387
3. C -0.398
4. C -0.388